[1]
DFT (ωB97M-V/def2-TZVPD) results for a 2-piece molecular cluster, C5H15N2 overall.

Last column: Mulliken charge in e.
Positions of all 22 atoms, in Å:
C1 -1.121 -0.161 -0.914  -0.401
N1 -0.153 0.626 -1.702  -0.317
C2 0.717 -0.113 -2.711  -0.779
C3 -0.214 -0.141 0.241  -0.095
N2 -0.886 -1.830 1.326  -0.695
C4 1.217 1.283 1.820  -1.100
C5 -0.225 1.102 1.129  -0.457
H1 -1.476 -1.167 -1.343  0.360
H2 -2.046 0.476 -0.756  0.257
H3 0.519 1.174 -1.119  0.346
H4 0.034 -0.935 -3.121  0.305
H5 1.107 0.657 -3.357  0.323
H6 1.525 -0.631 -2.191  0.289
H7 0.871 -0.770 0.085  0.266
H8 -0.721 -2.682 0.799  0.309
H9 -0.371 -1.840 2.181  0.291
H10 -1.920 -1.822 1.457  0.312
H11 1.272 2.047 2.596  0.368
H12 1.513 0.307 2.170  0.312
H13 1.913 1.556 1.018  0.328
H14 -0.462 2.019 0.567  0.432
H15 -1.094 0.846 1.825  0.347

Forces on atoms 1 to 6 (eV/Å):
-0.986 0.432 -0.105
1.424 -0.027 -1.196
-2.170 -1.157 1.631
2.554 -2.551 -0.180
-1.429 0.833 -0.911
-1.590 -0.142 -1.199

**HOMO energy**: -13.235 eV
**Orbital gap**: 9.494 eV
**Multiplicity**: 1
**Energy relative to the best compared isomer or geometry (same formula, charge and spin)**: 327.9 kJ/mol
**E**: -8399.27835 eV
**Charge**: +1

***

[2]
DFT (ωB97M-V/def2-TZVPD) results for the molecule C20H33N3O4S.

Last column: Mulliken charge in e.
Positions of all 61 atoms, in Å:
C1 3.029 1.085 3.753  -1.470
C2 2.747 1.133 2.262  0.443
N1 3.685 2.034 1.584  -0.184
S1 4.442 1.696 0.203  1.058
O1 5.498 2.650 0.050  -0.696
O2 4.694 0.282 0.185  -0.607
C3 3.309 2.026 -1.150  -1.204
C4 1.995 1.292 -0.965  0.349
O3 1.110 1.818 -0.303  -0.537
N2 1.863 0.065 -1.518  0.806
C5 2.893 -0.567 -2.338  -1.182
C6 0.636 -0.661 -1.220  -0.863
C7 0.698 -1.368 0.135  1.195
C8 1.948 -2.211 0.341  -1.696
N3 -0.523 -2.143 0.293  -0.021
C9 -1.111 -2.254 1.516  0.269
O4 -0.545 -1.922 2.543  -0.672
C10 -2.541 -2.749 1.515  -0.958
C11 -3.498 -1.552 1.672  0.077
C12 -4.943 -2.032 1.782  -1.639
C13 -3.282 -0.558 0.549  0.568
C14 -3.738 -0.808 -0.743  -0.205
C15 -3.476 0.083 -1.775  -0.929
C16 -2.752 1.250 -1.552  0.847
C17 -2.437 2.200 -2.679  -1.243
C18 -1.035 1.976 -3.249  -0.688
C19 -2.288 1.494 -0.263  -0.192
C20 -2.550 0.604 0.769  -0.530
H1 2.318 0.417 4.240  0.381
H2 4.039 0.725 3.942  0.342
H3 2.925 2.073 4.205  0.373
H4 2.884 0.146 1.825  -0.116
H5 1.722 1.448 2.061  0.196
H6 3.638 3.019 1.796  0.247
H7 3.106 3.094 -1.133  0.363
H8 3.858 1.768 -2.054  0.499
H9 3.860 -0.553 -1.841  0.379
H10 2.617 -1.607 -2.488  0.412
H11 2.967 -0.091 -3.318  0.323
H12 -0.204 0.033 -1.222  -0.895
H13 0.483 -1.391 -2.020  0.793
H14 0.679 -0.593 0.906  0.068
H15 2.851 -1.602 0.271  0.325
H16 1.915 -2.662 1.332  0.471
H17 2.007 -3.015 -0.398  0.321
H18 -1.126 -2.248 -0.509  0.378
H19 -2.775 -3.289 0.593  0.242
H20 -2.661 -3.432 2.356  0.541
H21 -3.227 -1.053 2.606  0.491
H22 -5.626 -1.189 1.892  0.393
H23 -5.246 -2.596 0.897  0.286
H24 -5.062 -2.687 2.646  0.451
H25 -4.312 -1.704 -0.952  0.280
H26 -3.852 -0.127 -2.771  0.348
H27 -3.181 2.083 -3.470  0.385
H28 -2.519 3.228 -2.318  0.359
H29 -0.827 2.670 -4.065  0.487
H30 -0.283 2.122 -2.472  -0.054
H31 -0.932 0.959 -3.633  0.250
H32 -1.698 2.381 -0.065  0.252
H33 -2.168 0.809 1.763  0.336

Forces on atoms 1 to 6 (eV/Å):
0.005 -0.005 -0.004
-0.003 0.019 0.013
-0.015 -0.010 0.002
-0.010 0.008 0.005
0.011 0.004 0.004
0.003 -0.002 -0.006

**HOMO energy**: -8.965 eV
**Orbital gap**: 9.564 eV
**Multiplicity**: 1
**Energy relative to the best compared isomer or geometry (same formula, charge and spin)**: 17.4 kJ/mol
**E**: -44772.79175 eV
**SMILES**: CCNS(=O)(=O)CC(=O)N(C)C[C@H](C)NC(=O)C[C@H](C)c1ccc(CC)cc1
**Charge**: 0